DFT (ωB97M-V with the def2-TZVPD basis set) results for a structure of composition C11H25IN2O2S in a non-equilibrium geometry.

Geometry as XYZ:
```
42
Properties=species:S:1:pos:R:3:forces:R:3:nbo_charge:R:1
C 2.22006 -1.15520 -1.71577 -0.3212 0.6037 0.3114 -0.624
C 2.69137 0.23367 -1.28747 0.1795 -0.4488 -0.2628 -0.510
S 2.55170 0.62333 0.49648 -0.0803 0.2121 -0.1453 0.185
C 1.62101 -0.69370 1.31584 -0.4159 -0.5058 0.1664 -0.575
C 0.49039 -0.17204 2.25176 1.2460 0.7743 0.7931 0.086
C 1.12262 0.92649 3.13381 -0.9234 0.2983 -0.1623 -0.618
C -0.63994 0.50855 1.51996 0.2966 0.4524 0.2854 -0.267
N -1.60400 -0.41980 0.84573 -0.1828 0.7361 -0.0181 -0.069
O -1.21279 -0.62025 -0.49244 0.0292 -0.5726 0.3409 -0.356
C -1.83364 0.34961 -1.37749 0.4622 0.0329 -1.1966 -0.136
C -0.86082 0.66427 -2.53123 -0.2969 1.2579 0.4810 0.063
C -0.92405 2.19159 -2.83453 -0.5156 -2.1625 0.3707 -0.715
O -1.10988 -0.11781 -3.68063 0.1705 -0.6038 0.4725 -0.703
C -1.85947 -1.69860 1.57911 -0.0854 -0.5792 -0.2194 -0.244
C -0.69846 -2.23499 2.39117 0.1899 -0.5373 0.7406 -0.252
N -0.00279 -1.20995 3.17475 -0.2759 0.1054 -1.3642 -0.610
H 2.17920 -1.18647 -2.80350 0.2236 -0.2081 -0.0062 0.241
H 1.20012 -1.32498 -1.36986 0.0013 -0.1529 -0.0923 0.201
H 2.87252 -1.91877 -1.29607 -0.0117 -0.1302 -0.1919 0.210
H 3.75303 0.31181 -1.52159 0.0176 0.1095 0.1458 0.228
H 2.19878 1.02165 -1.85506 -0.1756 -0.0154 0.1301 0.230
H 2.31847 -1.22363 1.97161 -0.0041 -0.0135 -0.0087 0.216
H 1.22194 -1.44372 0.63426 0.1625 0.1873 -0.2743 0.231
H 2.07643 0.61087 3.55015 0.0155 0.0198 0.0112 0.227
H 0.41464 1.17691 3.92628 0.1616 -0.1865 0.1884 0.224
H 1.23824 1.84477 2.55688 0.3972 -0.0708 -0.0208 0.235
H -1.20523 1.16745 2.18180 -0.1608 -0.3517 0.1963 0.235
H -0.18220 1.17011 0.78097 -0.2460 -0.2257 -0.3455 0.275
H -2.49619 0.07788 0.81565 -0.0349 -0.0625 -0.1324 0.426
H -2.72973 -0.09213 -1.82319 -0.2161 0.0361 0.4176 0.196
H -2.04455 1.29936 -0.88267 0.0008 -0.2396 0.4618 0.199
H 0.13202 0.45134 -2.14003 0.0748 -0.3822 -0.3922 0.178
H -0.92001 2.44997 -3.92845 0.2166 -1.4325 1.3470 0.286
H -1.84231 2.64350 -2.45176 -0.0925 -0.0893 -0.0957 0.200
H -0.11054 2.72666 -2.35632 0.1510 -0.1211 -0.0557 0.232
H -2.04347 -0.03040 -3.89289 0.0145 0.1933 -0.3150 0.463
H -2.11571 -2.44629 0.82947 -0.0410 0.1926 -0.1652 0.256
H -2.76203 -1.54457 2.16901 0.2069 0.2527 0.2514 0.230
H -1.13555 -2.94360 3.09944 -0.0806 -0.0145 -0.0845 0.232
H -0.02943 -2.84196 1.77179 -0.0120 0.2236 -0.2302 0.192
H 0.84078 -1.62399 3.55929 -0.2007 -0.1323 0.3533 0.373
I -0.78054 4.49307 -4.31424 0.1554 3.5508 -1.6857 -0.873
```
Positions in Å, forces in eV/Å.

The max |F| is 3.9 eV Å⁻¹. The relative energy (zero: lowest compared OMol25 entry of this formula, charge and spin) comes out at 0.0 kJ/mol. The orbital gap is 4.2 eV. Its electronic energy is -37818.24820 eV.



DFT (ωB97M-V with the def2-TZVPD basis set) results for a structure of composition C11H25N5Pd in a non-equilibrium geometry.

Geometry as XYZ:
```
42
Properties=species:S:1:pos:R:3:forces:R:3:nbo_charge:R:1
Pd 0.01437 0.00058 0.30965 -0.0244 -0.0196 -0.4042 0.842
C 1.20694 -2.23310 -2.25344 -0.0549 0.1031 0.1437 -0.435
C 1.75690 -0.80151 -2.41917 0.0886 -0.1712 -0.1611 -0.226
N 1.67953 0.06527 -1.23460 -0.1728 -0.0525 0.3765 -0.645
C 1.96031 1.47508 -1.55364 -0.0145 0.2075 0.1240 -0.240
C 1.48868 2.41330 -0.45017 0.3250 -0.0224 -0.2814 -0.250
N 0.08682 2.18992 -0.01754 0.1660 -1.6614 0.7641 -0.544
C -0.99898 2.78273 -0.83126 -0.3209 -0.0746 -0.3560 -0.236
C -1.21762 2.24025 -2.24129 0.0608 -0.1072 0.1561 -0.436
C -1.72240 0.79169 -2.41628 -0.1326 0.1432 -0.1580 -0.225
N -1.68136 -0.06008 -1.21962 0.1108 0.0547 0.2354 -0.658
C -1.96793 -1.47048 -1.53020 0.0086 -0.1708 0.1447 -0.240
C -1.47850 -2.40863 -0.43273 -0.3283 0.0315 -0.2858 -0.250
N -0.06961 -2.18915 -0.01746 -0.1416 1.6645 0.7465 -0.543
C 1.00330 -2.78534 -0.84576 0.3098 0.0617 -0.3468 -0.236
H 1.91996 -2.90700 -2.72822 -0.0415 -0.0583 0.0017 0.260
H 0.28909 -2.34276 -2.82488 0.0058 -0.0376 -0.0225 0.216
H 1.20744 -0.31104 -3.22210 0.0083 0.0640 0.0272 0.210
H 2.79888 -0.85587 -2.74696 -0.0155 0.0340 -0.0076 0.217
H 2.36225 -0.25571 -0.55542 0.2428 0.0355 -0.1104 0.390
H 1.47423 1.70833 -2.49553 -0.0009 -0.0424 -0.0372 0.212
H 3.03150 1.64328 -1.69841 -0.0117 0.0005 -0.0653 0.232
H 1.63347 3.44250 -0.79148 -0.0853 0.0426 0.1058 0.237
H 2.11535 2.25976 0.42935 -0.0427 0.0789 0.0487 0.225
H -0.00489 2.60183 0.90547 0.0335 0.0564 0.0349 0.415
H -0.79656 3.85222 -0.93941 0.0591 -0.0097 0.1448 0.236
H -1.91768 2.68876 -0.24948 0.0456 0.0173 0.0756 0.219
H -0.31701 2.38690 -2.83215 -0.0105 0.0436 -0.0241 0.217
H -1.96104 2.89956 -2.68892 0.0362 0.0618 0.0087 0.260
H -1.12433 0.30399 -3.18567 0.0049 -0.0637 0.0330 0.206
H -2.74839 0.81798 -2.79491 0.0273 -0.0261 -0.0296 0.216
H -2.37248 0.27512 -0.55666 -0.2265 -0.0299 -0.1049 0.389
H -1.49898 -1.70683 -2.47962 -0.0037 0.0382 -0.0430 0.211
H -3.04124 -1.63882 -1.65739 0.0115 -0.0158 -0.0590 0.231
H -1.62846 -3.43770 -0.77213 0.0879 -0.0451 0.1097 0.237
H -2.09278 -2.25450 0.45527 0.0449 -0.0793 0.0510 0.224
H 0.03070 -2.60357 0.90356 -0.0219 -0.0462 0.0370 0.415
H 0.79100 -3.85244 -0.95813 -0.0570 0.0093 0.1433 0.236
H 1.92939 -2.70157 -0.27403 -0.0421 -0.0221 0.0743 0.219
N -0.02885 -0.00116 3.62599 -0.0583 -0.0041 0.1402 -0.569
C -0.05226 -0.00271 2.47805 0.1302 0.0114 -1.1750 0.265
H -0.02432 -0.00093 4.63330 0.0003 0.0002 -0.0549 0.492
```
Positions in Å, forces in eV/Å.

The net charge is +2. The max |F| is 1.8 eV Å⁻¹. The orbital gap is 7.4 eV. Its electronic energy is -22727.47741 eV.